1.
Entry from the Open Molecules 2025 dataset: one molecule with the formula C3HF3O (ωB97M-V/def2-TZVPD).

HOMO level ... -0.3652 Ha

Geometry (Å):
C (0.618, -1.732, 1.133)
C (0.018, -0.705, 0.007)
C (0.116, 0.913, -0.359)
O (-0.314, -0.949, 1.467)
F (-0.909, -1.262, -0.693)
F (0.956, 1.560, 0.410)
F (0.487, 1.026, -1.694)
H (-0.973, 1.148, -0.271)

These are the natural (NBO) partial charges, in e, on atoms 1 to 2:
1 C 0.359
2 C 0.317

=====

2.
Entry from the Open Molecules 2025 dataset: a 2-piece molecular cluster, C3HF3O overall (ωB97M-V/def2-TZVPD).

HOMO level ... -0.3958 Ha

Geometry (Å):
O (-1.242, -1.444, -0.611)
C (-1.615, -0.736, 0.239)
F (-1.572, -1.092, 1.539)
F (-2.161, 0.435, 0.088)
C (1.443, 0.686, 0.315)
C (1.702, 0.753, -0.852)
F (2.051, 1.213, -1.964)
H (1.393, 0.183, 1.247)

These are the natural (NBO) partial charges, in e, on atoms 1 to 2:
1 O -0.529
2 C 1.129

=====

List of relative energies, unit kcal/mol: 1 34.2; 2 0.0

=====

1.
Entry from the Open Molecules 2025 dataset: a 2-piece molecular cluster, C4H13N2 overall (ωB97M-V/def2-TZVPD).

Multiplicity ... 2
HOMO level (spin up / spin down) ... -0.7115 / -0.7121 Ha
Charge ... +2

Geometry (Å):
C (2.355, -0.462, -0.951)
N (2.114, 0.957, -0.988)
C (1.136, -1.234, -0.253)
N (-0.045, -0.751, -0.741)
C (-1.893, 0.175, 1.679)
C (-2.280, 1.209, 0.617)
H (2.348, -0.805, -2.011)
H (3.330, -0.808, -0.581)
H (1.106, 1.185, -1.019)
H (2.557, 1.480, -1.760)
H (1.362, -2.286, -0.397)
H (1.212, -1.030, 0.843)
H (-2.797, -0.292, 2.075)
H (-0.777, -1.433, -1.012)
H (-1.403, -0.715, 1.132)
H (-1.249, 0.520, 2.482)
H (-1.431, 1.840, 0.357)
H (-2.484, 0.639, -0.297)
H (-3.161, 1.812, 0.824)

These are the natural (NBO) partial charges, in e, on atoms 1 to 2:
1 C -0.283
2 N -0.216

=====

2.
Entry from the Open Molecules 2025 dataset: an isolated ion of composition C4H13N2 and charge +2 (ωB97M-V/def2-TZVPD).

Multiplicity ... 2
HOMO level (spin up / spin down) ... -0.7768 / -0.7771 Ha
Charge ... +2

Geometry (Å):
C (0.311, -2.209, -0.674)
C (0.249, -0.973, 0.196)
C (-1.076, -0.151, 0.045)
C (-1.062, 1.400, -0.175)
N (-0.095, 2.140, 0.760)
N (1.546, -0.163, -0.040)
H (-0.247, -3.008, -0.157)
H (1.296, -2.655, -0.846)
H (-0.149, -2.071, -1.652)
H (0.340, -1.239, 1.252)
H (-1.844, -0.267, 0.812)
H (-1.484, -0.563, -0.894)
H (-0.534, 1.532, -1.125)
H (-1.967, 2.008, -0.019)
H (0.042, 3.133, 0.544)
H (0.847, 1.715, 0.638)
H (-0.338, 2.058, 1.754)
H (1.847, -0.279, -1.019)
H (2.320, -0.409, 0.598)

These are the natural (NBO) partial charges, in e, on atoms 1 to 2:
1 C -0.644
2 C -0.070

=====

List of relative energies, unit kcal/mol: 1 128.6; 2 0.0

=====

1.
Entry from the Open Molecules 2025 dataset: C34H44CdGeNO6S as an isolated structure (ωB97M-V/def2-TZVPD).

Multiplicity ... 2
HOMO level (spin up / spin down) ... -0.1803 / -0.2807 Ha

Geometry (Å):
Cd (0.389, 0.410, 0.013)
C (-1.706, -2.969, 1.466)
C (-0.376, -2.373, 1.913)
C (-0.622, -1.253, 2.916)
C (0.483, -3.463, 2.550)
O (0.266, -1.829, 0.751)
Ge (2.116, -1.984, 0.344)
O (2.391, -0.237, 1.099)
C (3.353, 0.208, 2.062)
C (4.091, -0.982, 2.669)
C (4.347, 1.124, 1.354)
C (2.632, 0.981, 3.162)
O (1.544, -1.024, -1.231)
C (2.390, -0.682, -2.341)
C (1.547, -0.845, -3.598)
C (2.859, 0.762, -2.193)
C (3.596, -1.615, -2.398)
H (-2.235, -3.416, 2.310)
H (-2.344, -2.190, 1.046)
H (-1.534, -3.744, 0.715)
H (-1.120, -1.633, 3.811)
H (0.323, -0.800, 3.211)
H (-1.260, -0.480, 2.483)
H (-0.044, -3.905, 3.396)
H (0.708, -4.253, 1.831)
H (1.427, -3.054, 2.920)
H (4.638, -1.538, 1.905)
H (4.806, -0.638, 3.418)
H (3.390, -1.662, 3.157)
H (4.874, 0.577, 0.569)
H (3.822, 1.969, 0.904)
H (5.084, 1.516, 2.057)
H (1.982, 0.320, 3.734)
H (3.353, 1.426, 3.851)
H (2.030, 1.784, 2.735)
H (0.670, -0.202, -3.540)
H (2.119, -0.578, -4.489)
H (1.208, -1.878, -3.692)
H (2.005, 1.443, -2.210)
H (3.396, 0.885, -1.252)
H (3.524, 1.042, -3.013)
H (3.276, -2.658, -2.433)
H (4.186, -1.404, -3.291)
H (4.243, -1.480, -1.528)
C (-2.469, -4.522, -2.465)
O (-2.480, -3.631, -3.571)
C (-2.322, -2.316, -3.309)
C (-2.255, -1.468, -4.416)
C (-2.035, -0.120, -4.233)
C (-1.885, 0.419, -2.955)
C (-1.346, 1.796, -2.753)
C (-2.024, 2.947, -3.432)
O (-0.364, 1.961, -2.053)
C (-2.041, -0.432, -1.869)
O (-1.932, 0.117, -0.606)
C (-2.231, -1.794, -2.023)
H (-2.565, -5.520, -2.883)
H (-3.308, -4.327, -1.793)
H (-1.531, -4.445, -1.910)
H (-2.343, -1.896, -5.405)
H (-1.924, 0.521, -5.100)
H (-2.375, 2.684, -4.429)
H (-1.363, 3.809, -3.464)
H (-2.908, 3.196, -2.837)
H (-2.294, -2.407, -1.139)
S (-1.889, 3.186, 2.903)
C (-0.337, 3.837, 2.441)
C (0.365, 4.885, 3.009)
C (1.593, 5.243, 2.463)
C (2.093, 4.558, 1.359)
C (1.394, 3.503, 0.795)
C (0.172, 3.120, 1.350)
N (-0.606, 2.072, 0.920)
C (-1.804, 2.007, 1.580)
C (-2.933, 1.207, 1.289)
C (-4.086, 1.295, 2.124)
C (-5.262, 0.636, 1.846)
C (-5.374, -0.166, 0.717)
C (-4.258, -0.320, -0.107)
C (-3.076, 0.320, 0.181)
H (-0.036, 5.419, 3.861)
H (2.154, 6.061, 2.894)
H (3.044, 4.854, 0.932)
H (1.782, 2.981, -0.074)
H (-4.041, 1.918, 3.007)
H (-6.104, 0.756, 2.516)
H (-6.298, -0.674, 0.478)
H (-4.325, -0.951, -0.982)

These are the Löwdin partial charges, in e, on atoms 1 to 2:
1 Cd 1.515
2 C -0.026

=====

2.
Entry from the Open Molecules 2025 dataset: C34H44CdGeNO6S as an isolated structure (ωB97M-V/def2-TZVPD).

Multiplicity ... 2
HOMO level (spin up / spin down) ... -0.2838 / -0.2805 Ha

Geometry (Å):
Cd (0.178, 0.125, 0.431)
C (-2.780, -2.462, -1.189)
C (-2.884, -0.945, -1.296)
C (-2.282, -0.471, -2.611)
C (-4.347, -0.514, -1.219)
O (-2.126, -0.383, -0.227)
Ge (-2.707, 0.815, 1.108)
O (-1.375, 2.006, 0.488)
C (-1.565, 3.350, 0.043)
C (-2.927, 3.890, 0.484)
C (-0.472, 4.231, 0.635)
C (-1.473, 3.356, -1.479)
O (-1.294, 0.102, 2.162)
C (-1.429, -0.945, 3.139)
C (-1.230, -2.299, 2.463)
C (-0.351, -0.711, 4.186)
C (-2.807, -0.882, 3.789)
H (-3.224, -2.949, -2.062)
H (-1.728, -2.745, -1.117)
H (-3.297, -2.816, -0.294)
H (-2.850, -0.846, -3.466)
H (-2.267, 0.621, -2.646)
H (-1.259, -0.830, -2.688)
H (-4.915, -0.975, -2.031)
H (-4.794, -0.817, -0.270)
H (-4.439, 0.572, -1.309)
H (-3.024, 3.845, 1.572)
H (-3.033, 4.929, 0.167)
H (-3.746, 3.313, 0.047)
H (-0.499, 4.179, 1.725)
H (0.515, 3.910, 0.299)
H (-0.619, 5.269, 0.328)
H (-2.264, 2.735, -1.904)
H (-1.572, 4.369, -1.878)
H (-0.509, 2.946, -1.796)
H (-0.239, -2.350, 2.008)
H (-1.319, -3.108, 3.193)
H (-1.979, -2.444, 1.681)
H (0.634, -0.725, 3.717)
H (-0.507, 0.258, 4.670)
H (-0.387, -1.490, 4.951)
H (-3.598, -1.114, 3.070)
H (-2.866, -1.607, 4.604)
H (-2.995, 0.115, 4.193)
C (6.467, -0.845, 3.188)
O (6.410, -1.716, 2.068)
C (5.209, -1.875, 1.465)
C (5.197, -2.782, 0.386)
C (4.026, -2.989, -0.282)
C (2.826, -2.321, 0.052)
C (1.632, -2.564, -0.735)
C (1.615, -3.703, -1.730)
O (0.605, -1.877, -0.663)
C (2.836, -1.429, 1.168)
O (1.780, -0.839, 1.632)
C (4.061, -1.217, 1.848)
H (7.490, -0.879, 3.550)
H (5.789, -1.175, 3.977)
H (6.214, 0.179, 2.902)
H (6.112, -3.289, 0.112)
H (4.029, -3.684, -1.110)
H (1.843, -4.651, -1.239)
H (2.355, -3.545, -2.517)
H (0.625, -3.755, -2.177)
H (4.035, -0.523, 2.675)
S (3.563, 2.342, -2.431)
C (2.939, 1.155, -3.523)
C (3.311, 0.903, -4.841)
C (2.699, -0.146, -5.497)
C (1.743, -0.939, -4.849)
C (1.372, -0.682, -3.545)
C (1.963, 0.392, -2.878)
N (1.705, 0.781, -1.565)
C (2.486, 1.749, -1.202)
C (2.499, 2.291, 0.165)
C (3.308, 3.361, 0.554)
C (3.284, 3.816, 1.861)
C (2.459, 3.204, 2.804)
C (1.654, 2.132, 2.439)
C (1.685, 1.740, 1.127)
H (4.066, 1.503, -5.334)
H (2.973, -0.365, -6.521)
H (1.292, -1.768, -5.379)
H (0.659, -1.300, -3.021)
H (3.954, 3.837, -0.177)
H (3.914, 4.646, 2.152)
H (2.446, 3.554, 3.829)
H (1.008, 1.639, 3.156)

These are the Löwdin partial charges, in e, on atoms 1 to 2:
1 Cd 1.490
2 C -0.037

=====

List of relative energies, unit kcal/mol: 1 0.0; 2 12.8

=====

1.
Entry from the Open Molecules 2025 dataset: a 2-piece molecular cluster, C5H10NOS overall (ωB97M-V/def2-TZVPD).

Multiplicity ... 2
HOMO level (spin up / spin down) ... -0.2862 / -0.2863 Ha

Geometry (Å):
C (2.466, 1.509, 0.341)
C (-1.205, -1.372, 1.815)
S (-2.492, -2.558, 2.209)
C (1.148, 1.445, -0.075)
N (-0.007, -0.480, -1.765)
C (0.888, 0.252, -0.967)
C (-1.393, -0.045, -1.601)
O (0.186, 2.025, 0.470)
H (3.229, 0.942, -0.169)
H (2.762, 1.889, 1.307)
H (-0.219, -1.739, 2.088)
H (-1.270, -0.473, 2.449)
H (0.723, -0.773, -0.448)
H (-1.287, -0.898, 0.820)
H (1.730, 0.328, -1.669)
H (-1.465, 0.868, -1.023)
H (-2.032, -0.821, -1.150)
H (-1.761, -0.098, -2.632)

These are the natural (NBO) partial charges, in e, on atoms 1 to 2:
1 C -0.430
2 C -0.833

=====

2.
Entry from the Open Molecules 2025 dataset: one molecule with the formula C5H10NOS (ωB97M-V/def2-TZVPD).

Multiplicity ... 2
HOMO level (spin up / spin down) ... -0.3514 / -0.3368 Ha

Geometry (Å):
O (-2.070, 0.208, -1.586)
C (-1.558, 1.076, -0.911)
N (-0.599, 0.821, 0.014)
C (0.153, -0.439, 0.139)
C (1.353, -0.103, 1.060)
S (1.855, -1.622, 1.855)
C (0.657, -0.988, -1.192)
C (-1.965, 2.543, -1.011)
H (-0.276, 1.556, 0.621)
H (-0.510, -1.127, 0.658)
H (1.106, 0.690, 1.764)
H (2.158, 0.243, 0.410)
H (1.605, -0.531, -1.440)
H (-0.069, -0.870, -1.989)
H (0.770, -2.068, -1.093)
H (-2.004, 2.977, -0.025)
H (-1.158, 3.051, -1.549)
H (-2.921, 2.577, -1.529)

These are the natural (NBO) partial charges, in e, on atoms 1 to 2:
1 O -0.623
2 C 0.686

=====

List of relative energies, unit kcal/mol: 1 170.7; 2 0.0